One molecule with the formula C2H3Cl2NO in a non-equilibrium geometry. Source: the OMol25 dataset; level of theory: the ωB97M-V functional and the def2-TZVPD basis.

Structure (XYZ):
```
9
C2H3Cl2NO | the OMol25 dataset | the ωB97M-V functional and the def2-TZVPD basis
C 1.19564 0.02210 0.03215
C -0.24481 -0.55379 0.08325
Cl -0.62733 -2.24238 0.02342
N -1.29327 0.24670 -0.05295
O -2.47551 -0.01918 -0.00890
Cl -0.99506 2.13560 -0.19051
H 1.80031 -0.53146 0.73100
H 0.93658 0.95241 0.31465
H 1.70345 -0.01000 -0.93210
```

Energy above the lowest of the compared OMol25 structures with the same formula, charge and spin ... 93.4 kcal/mol
Frontier orbital gap (alpha / beta) ... 0.3107 / 0.3107 Eh
Maximum force ... 4.05 eV Å⁻¹
E ... -30701.4644 eV
SMILES ... C/C(Cl)=[N+](/[O-])Cl